Entry 1:
This record from the Open Molecules 2025 dataset describes 2 unconnected molecules or ions with the total composition C9H8N2O2 at a distorted geometry. The level of theory is ωB97M-V/def2-TZVPD.

## Properties
* total charge: 0
* LUMO level: 0.104 eV
* molecular weight: 176.175 g/mol
* frontier orbital gap: 7.62 eV
* ΔE to the lowest compared entry with this formula, charge and spin: 75.79 kcal/mol

The geometry in XYZ format:
```
21
C9H8N2O2, DFT ωB97M-V/def2-TZVPD
C -1.761 1.054 1.398
C 0.322 -1.772 -2.275
C -0.799 -0.955 -2.318
C 1.138 -1.922 -1.152
C -1.096 -0.190 -1.194
C 0.935 -0.947 -0.106
C -0.271 -0.183 -0.082
C 0.765 2.603 0.496
C -0.519 0.696 1.056
N -2.831 1.419 1.534
N 0.274 0.350 2.260
O 0.191 2.903 -0.482
O 1.428 2.484 1.460
H 0.385 -2.542 -2.937
H -1.306 -0.898 -3.309
H 2.093 -2.394 -1.294
H -2.033 0.463 -1.188
H 1.662 -1.003 0.662
H -0.189 0.813 2.986
H 1.221 0.646 2.239
H 0.391 -0.624 2.245
```

Entry 2:
This record from the Open Molecules 2025 dataset describes C6H12FNSi in the gas phase at a distorted geometry. The level of theory is ωB97M-V/def2-TZVPD.

## Properties
* structure (SMILES): CC(C)(C)[C@H](C#N)[SiH2]F
* total charge: 0
* LUMO level: 0.707 eV
* molecular weight: 145.253 g/mol
* frontier orbital gap: 11.76 eV
* ΔE to the lowest compared entry with this formula, charge and spin: 0.00 kcal/mol

The geometry in XYZ format:
```
21
C6H12FNSi, DFT ωB97M-V/def2-TZVPD
C 1.313 1.540 -0.025
C 0.604 -1.235 0.906
C 0.992 -0.703 -1.570
C -1.340 -1.048 -0.548
C -0.041 1.000 -0.139
C 0.076 -0.485 -0.338
N 2.377 1.934 0.072
F 0.023 1.469 2.414
Si -0.957 1.828 1.219
H -0.072 -1.177 1.715
H 1.632 -0.797 1.299
H 0.837 -2.264 0.707
H 0.923 0.040 -2.391
H 1.992 -0.771 -1.241
H 0.922 -1.674 -1.862
H -1.508 -2.028 -0.051
H -1.730 -0.979 -1.557
H -2.086 -0.511 0.056
H -2.370 1.364 1.454
H -1.205 3.153 0.932
H -0.382 1.344 -1.053
```

Entry 3:
This record from the Open Molecules 2025 dataset describes a molecular structure, C26H23AsN4PtS2 at a distorted geometry. The level of theory is ωB97M-V/def2-TZVPD.

## Properties
* total charge: 0
* LUMO level: -1.055 eV
* molecular weight: 725.632 g/mol
* frontier orbital gap: 5.86 eV
* ΔE to the lowest compared entry with this formula, charge and spin: 15.75 kcal/mol

The geometry in XYZ format:
```
57
C26H23AsN4PtS2, DFT ωB97M-V/def2-TZVPD
Pt -1.565 1.523 -1.068
C 1.187 4.635 -2.057
C 0.490 3.320 -1.887
N -0.418 3.162 -0.915
N -0.673 4.132 -0.040
C -1.667 3.945 0.761
N -1.883 4.808 1.790
S -2.768 2.567 0.642
C 0.706 2.181 -2.687
C 1.866 1.959 -3.464
C 2.021 0.787 -4.146
C 1.008 -0.193 -4.078
C -0.093 0.054 -3.293
N -0.263 1.188 -2.614
H 0.474 5.440 -1.881
H 1.594 4.731 -3.060
H 1.986 4.747 -1.324
H -1.372 5.676 1.765
H -2.809 4.833 2.182
H 2.644 2.705 -3.448
H 2.911 0.601 -4.727
H 1.098 -1.129 -4.603
H -0.886 -0.680 -3.198
S -3.151 -0.158 -1.543
C -2.840 -1.654 -0.697
C -3.777 -2.665 -0.944
C -3.664 -3.900 -0.346
C -2.605 -4.153 0.513
C -1.680 -3.157 0.763
C -1.768 -1.901 0.174
As -0.448 -0.509 0.567
C -0.277 -0.557 2.514
C -1.162 -1.156 3.400
C -0.971 -1.027 4.767
C 0.092 -0.290 5.260
C 0.969 0.330 4.382
C 0.781 0.195 3.021
C 1.245 -1.423 0.144
C 1.660 -2.603 0.749
C 2.869 -3.183 0.404
C 3.696 -2.578 -0.528
C 3.305 -1.388 -1.116
C 2.091 -0.815 -0.777
H -4.591 -2.451 -1.621
H -4.396 -4.667 -0.550
H -2.498 -5.118 0.988
H -0.867 -3.363 1.444
H -2.006 -1.723 3.025
H -1.663 -1.500 5.450
H 0.235 -0.189 6.326
H 1.791 0.924 4.756
H 1.455 0.683 2.321
H 1.052 -3.075 1.509
H 3.159 -4.117 0.864
H 4.644 -3.028 -0.789
H 3.940 -0.894 -1.838
H 1.792 0.118 -1.240
```

Entry 4:
This record from the Open Molecules 2025 dataset describes a molecular structure, C36H44N5OPtSi. The level of theory is ωB97M-V/def2-TZVPD.

## Properties
* total charge: +1
* LUMO level (alpha / beta): -2.769 / -3.151 eV
* molecular weight: 785.946 g/mol
* frontier orbital gap (alpha / beta): 7.17 / 7.84 eV
* 2S+1: 3
* ΔE to the lowest compared entry with this formula, charge and spin: 0.00 kcal/mol

The geometry in XYZ format:
```
88
C36H44N5OPtSi, DFT ωB97M-V/def2-TZVPD
Pt -0.389 0.013 0.836
C 0.691 -1.382 2.010
Si 1.870 -2.008 0.729
C 0.733 -2.424 -0.730
N -0.245 -1.328 -1.014
C -1.618 -1.822 -1.302
C -1.689 -2.547 -2.644
C -1.252 -1.612 -3.771
C 0.144 -1.053 -3.489
C 0.207 -0.415 -2.099
C 2.854 -3.553 1.082
C 4.243 -3.501 1.237
C 4.977 -4.653 1.487
C 4.333 -5.880 1.584
C 2.953 -5.952 1.437
C 2.223 -4.798 1.190
C 3.057 -0.659 0.195
C 3.724 -0.745 -1.032
C 4.600 0.251 -1.446
C 4.837 1.351 -0.627
C 4.204 1.442 0.607
C 3.324 0.445 1.009
H 1.155 -0.910 2.879
H -0.022 -2.139 2.351
H 0.180 -3.332 -0.471
H 1.327 -2.664 -1.619
H -2.285 -0.958 -1.318
H -1.928 -2.463 -0.480
H -2.708 -2.901 -2.803
H -1.039 -3.427 -2.617
H -1.966 -0.786 -3.849
H -1.261 -2.138 -4.727
H 0.411 -0.290 -4.224
H 0.889 -1.850 -3.573
H -0.457 0.453 -2.088
H 1.220 -0.089 -1.865
H 4.760 -2.548 1.158
H 6.053 -4.596 1.605
H 4.905 -6.780 1.773
H 2.448 -6.908 1.518
H 1.141 -4.873 1.089
H 3.561 -1.606 -1.678
H 5.107 0.166 -2.401
H 5.525 2.126 -0.945
H 4.401 2.291 1.254
H 2.834 0.529 1.977
C 1.103 4.019 1.576
C 0.802 2.676 1.583
N 0.615 1.979 0.446
C 0.726 2.614 -0.715
C 0.968 3.977 -0.821
C 1.186 4.679 0.356
C 1.032 4.650 -2.135
C 0.274 4.446 -3.213
C -0.938 3.602 -3.361
C -1.366 3.223 -4.627
C -2.512 2.451 -4.711
N -3.206 2.084 -3.635
C -2.726 2.513 -2.469
N -1.634 3.245 -2.273
H 1.273 4.540 2.511
H 0.739 2.118 2.510
H 0.637 2.013 -1.609
H 1.399 5.743 0.321
H 1.813 5.401 -2.222
H 0.537 4.996 -4.112
H -0.817 3.518 -5.513
H -2.895 2.117 -5.671
H -3.290 2.240 -1.579
O -2.633 -0.736 1.297
C -3.571 -0.120 1.787
C -4.757 -0.835 2.378
C -4.982 -0.323 3.816
C -3.685 0.005 4.594
C -3.136 1.433 4.397
C -2.573 1.701 3.001
N -3.541 1.254 1.964
H -4.523 -1.897 2.374
H -5.646 -0.690 1.760
H -5.540 -1.088 4.355
H -5.624 0.563 3.805
H -2.907 -0.727 4.341
H -3.891 -0.118 5.655
H -2.349 1.620 5.132
H -3.936 2.151 4.600
H -1.659 1.129 2.860
H -2.336 2.753 2.857
H -4.458 1.606 2.193
```

Entry 5:
This record from the Open Molecules 2025 dataset describes a molecular structure, C26H81HfN5O13 at a distorted geometry. The level of theory is ωB97M-V/def2-TZVPD.

## Properties
* total charge: +2
* LUMO level: -10.796 eV
* molecular weight: 850.446 g/mol
* frontier orbital gap: 1.46 eV
* ΔE to the lowest compared entry with this formula, charge and spin: 380.77 kcal/mol

The geometry in XYZ format:
```
126
C26H81HfN5O13, DFT ωB97M-V/def2-TZVPD
Hf 3.236 1.625 5.717
C -1.633 -0.284 7.655
C -0.318 -1.034 7.910
C -0.212 -2.249 7.128
O 0.792 -0.213 7.741
H -1.722 0.254 6.712
H -1.862 0.461 8.417
H -2.509 -0.933 7.664
H -0.437 -1.295 8.962
H -1.098 -2.877 7.223
H 0.611 -2.855 7.508
H -0.084 -2.108 6.055
C 0.295 0.955 0.740
C 1.002 -0.261 1.446
C 1.959 -0.922 0.410
O 1.572 0.144 2.642
H -0.315 0.445 -0.006
H 0.997 1.683 0.335
H -0.394 1.508 1.378
H 0.265 -1.036 1.654
H 2.824 -0.265 0.320
H 1.568 -0.919 -0.608
H 2.245 -1.940 0.673
C -1.957 6.655 -3.313
C -2.284 6.076 -1.942
C -2.499 4.528 -1.906
O -3.487 4.117 -1.018
C -4.045 2.820 -1.238
N -1.308 6.367 -0.910
H -2.037 5.894 -4.090
H -0.922 6.995 -3.330
H -2.678 7.459 -3.461
H -3.295 6.434 -1.744
H -1.583 3.942 -1.845
H -2.967 4.280 -2.859
H -4.845 2.848 -0.497
H -3.275 2.072 -1.049
H -4.446 2.684 -2.242
H -1.303 7.377 -0.892
H -1.528 6.063 0.028
C -5.034 -0.576 3.472
C -6.154 0.402 3.822
C -7.305 -0.308 4.610
O -7.816 -1.242 3.694
C -9.162 -1.580 4.010
N -5.614 1.554 4.526
H -4.322 -0.137 2.774
H -5.399 -1.378 2.830
H -4.492 -1.113 4.250
H -6.382 0.850 2.855
H -7.943 0.547 4.831
H -6.986 -0.809 5.524
H -9.598 -1.984 3.097
H -9.789 -0.720 4.245
H -9.245 -2.292 4.831
H -5.049 1.407 5.351
H -6.338 2.148 4.903
C 3.373 2.458 -6.649
C 2.536 2.988 -5.491
C 1.672 1.895 -4.798
O 0.802 1.483 -5.795
C -0.307 0.580 -5.381
N 3.455 3.590 -4.505
H 3.857 1.510 -6.414
H 4.048 3.220 -7.038
H 2.679 2.187 -7.445
H 1.827 3.752 -5.811
H 1.086 2.361 -4.005
H 2.315 1.100 -4.421
H -0.639 0.102 -6.303
H -1.088 1.158 -4.888
H 0.136 -0.158 -4.712
H 3.027 4.114 -3.755
H 4.046 4.276 -4.951
C -2.106 -4.765 -2.148
C -2.225 -4.645 -0.614
C -0.939 -5.095 0.148
O -1.253 -5.387 1.528
C -0.117 -5.746 2.334
N -2.558 -3.243 -0.371
H -1.272 -4.092 -2.346
H -3.055 -4.396 -2.537
H -1.907 -5.804 -2.411
H -2.935 -5.378 -0.231
H -0.098 -4.402 0.114
H -0.478 -6.002 -0.243
H 0.273 -6.722 2.045
H -0.461 -5.933 3.352
H 0.605 -4.936 2.427
H -1.806 -2.681 -0.743
H -2.357 -3.062 0.602
C 6.311 -3.230 -3.886
C 4.831 -3.399 -4.022
C 4.221 -2.747 -5.314
O 2.816 -2.964 -5.174
C 2.105 -2.988 -6.419
N 4.467 -4.788 -4.009
H 6.685 -3.609 -2.935
H 6.565 -2.172 -3.811
H 6.913 -3.653 -4.690
H 4.407 -2.923 -3.138
H 4.664 -3.346 -6.110
H 4.455 -1.690 -5.437
H 1.026 -3.091 -6.296
H 2.551 -3.715 -7.098
H 2.068 -1.980 -6.833
H 3.467 -4.667 -4.074
H 4.627 -5.218 -4.908
O 5.583 1.614 -2.000
H 5.054 1.814 -2.772
H 6.342 2.193 -2.073
O 3.011 4.328 3.536
H 2.769 5.245 3.664
H 3.240 4.268 2.608
O 4.629 3.780 0.523
H 4.556 3.094 -0.140
H 5.460 3.601 0.964
O 4.117 -1.634 5.585
H 4.594 -1.967 4.825
H 3.788 -2.418 6.025
O 6.693 -0.665 1.059
H 6.289 -0.151 0.360
H 6.295 -0.331 1.863
O 0.174 3.047 5.528
H -0.497 3.102 6.208
H -0.109 3.671 4.860
```

Entry 6:
This record from the Open Molecules 2025 dataset describes a molecular structure, C20H34FO5SSe2Ti. The level of theory is ωB97M-V/def2-TZVPD.

## Properties
* total charge: +1
* LUMO level: -3.100 eV
* molecular weight: 611.339 g/mol
* frontier orbital gap: 7.44 eV
* ΔE to the lowest compared entry with this formula, charge and spin: 0.00 kcal/mol

The geometry in XYZ format:
```
64
C20H34FO5SSe2Ti, DFT ωB97M-V/def2-TZVPD
Ti -0.387 -0.200 0.131
O 2.698 1.265 -3.151
C 3.313 2.294 -2.377
C 2.682 2.388 -0.993
C 3.381 3.593 -0.336
O 3.036 3.812 1.020
C 2.981 1.173 -0.121
Se 1.990 -0.492 -0.366
C 1.184 2.667 -1.168
Se 0.070 2.329 0.403
H 3.308 1.009 -3.849
H 3.198 3.260 -2.882
H 4.384 2.099 -2.266
H 3.182 4.486 -0.939
H 4.461 3.431 -0.335
H 2.084 3.954 1.087
H 2.833 1.471 0.913
H 4.028 0.889 -0.239
H 0.788 2.057 -1.976
H 1.039 3.712 -1.444
C -3.230 1.144 1.190
O -2.581 0.346 0.192
C -3.181 0.411 -1.114
C -2.123 0.899 -2.055
O -0.953 0.075 -1.819
C -0.346 -0.443 -3.037
H -2.696 0.991 2.121
H -4.263 0.814 1.296
H -3.181 2.196 0.909
H -4.026 1.100 -1.106
H -3.530 -0.591 -1.368
H -1.833 1.928 -1.849
H -2.433 0.786 -3.093
H -0.030 0.407 -3.638
H -1.090 -1.051 -3.545
H 0.520 -1.020 -2.741
F -5.577 -3.609 -1.493
C -4.311 -3.315 -1.158
C -4.030 -2.942 0.141
C -2.715 -2.640 0.471
C -1.686 -2.700 -0.470
C -0.269 -2.327 -0.117
C -2.019 -3.106 -1.765
C -3.324 -3.412 -2.121
H -4.826 -2.907 0.872
H -2.485 -2.350 1.490
H 0.004 -2.697 0.873
H 0.452 -2.715 -0.832
H -1.234 -3.206 -2.505
H -3.579 -3.743 -3.119
O -0.558 -0.341 2.018
S -0.093 -0.196 3.493
C 1.534 0.581 3.366
C 2.580 -0.490 3.700
C 1.980 -1.832 3.288
C 0.569 -1.819 3.868
H 1.542 1.471 3.990
H 1.559 0.882 2.316
H 2.796 -0.487 4.770
H 3.508 -0.267 3.175
H 2.546 -2.682 3.666
H 1.934 -1.907 2.200
H 0.562 -1.887 4.960
H -0.137 -2.544 3.465
```

Entry 7:
This record from the Open Molecules 2025 dataset describes a molecular structure, C32H45N4O17Y at a distorted geometry. The level of theory is ωB97M-V/def2-TZVPD.

## Properties
* total charge: +2
* LUMO level: -7.234 eV
* molecular weight: 846.629 g/mol
* frontier orbital gap: 5.45 eV
* ΔE to the lowest compared entry with this formula, charge and spin: 126.43 kcal/mol

The geometry in XYZ format:
```
99
C32H45N4O17Y, DFT ωB97M-V/def2-TZVPD
Y 11.687 13.742 -25.080
C 10.298 16.162 -21.477
C 10.198 14.701 -21.977
O 10.462 14.581 -23.312
H 11.266 16.648 -21.598
H 10.099 16.306 -20.415
H 9.575 16.761 -22.032
H 9.253 14.346 -21.567
H 10.995 14.149 -21.480
C 9.726 10.712 -25.014
O 10.599 11.610 -24.986
N 8.950 10.413 -24.001
C 7.698 9.647 -24.310
C 9.209 10.896 -22.715
H 9.582 10.123 -25.933
H 7.642 8.632 -23.919
H 7.682 9.552 -25.396
H 6.783 10.187 -24.068
H 10.084 11.524 -22.545
H 8.493 11.614 -22.313
H 9.160 10.014 -22.076
C 14.689 15.406 -23.824
O 13.584 15.046 -24.282
N 14.842 16.330 -22.835
C 16.145 16.732 -22.250
C 13.804 17.161 -22.334
H 15.585 14.809 -24.053
H 16.701 15.919 -21.783
H 15.841 17.441 -21.479
H 16.876 17.202 -22.907
H 12.867 17.007 -22.869
H 13.639 16.985 -21.271
H 14.042 18.219 -22.443
C 13.251 11.513 -22.829
O 12.884 12.408 -23.624
N 13.823 11.725 -21.563
C 14.259 10.568 -20.761
C 13.468 12.942 -20.890
H 13.279 10.421 -22.964
H 14.503 9.637 -21.273
H 13.575 10.347 -19.942
H 15.209 10.738 -20.255
H 14.247 13.205 -20.174
H 13.337 13.751 -21.609
H 12.585 12.752 -20.281
C 5.357 12.029 -17.886
O 6.210 12.060 -16.992
N 5.561 12.394 -19.205
C 4.523 12.579 -20.185
C 6.800 12.712 -19.862
H 4.284 11.825 -17.745
H 4.468 13.635 -20.450
H 3.556 12.347 -19.739
H 4.559 12.100 -21.164
H 7.616 12.242 -19.314
H 6.812 12.317 -20.878
H 7.124 13.749 -19.778
C 9.713 20.712 -22.732
C 10.346 20.452 -21.573
C 10.049 21.057 -20.285
O 10.685 20.965 -19.208
C 8.853 21.951 -20.305
C 8.185 22.198 -21.425
C 8.566 21.653 -22.819
O 8.077 21.873 -23.938
O 7.035 22.855 -21.409
O 11.462 19.637 -21.488
H 10.110 20.261 -23.629
H 8.461 22.361 -19.386
H 6.375 22.403 -21.939
H 11.877 19.741 -20.628
C 7.440 16.916 -23.751
C 8.241 17.704 -24.525
C 7.715 18.608 -25.540
O 8.353 19.463 -26.056
C 6.277 18.351 -25.855
C 5.494 17.487 -25.138
C 5.995 16.767 -23.857
O 5.314 16.175 -23.010
O 4.270 17.172 -25.676
O 9.584 17.626 -24.486
H 7.821 16.227 -23.012
H 5.823 18.767 -26.741
H 3.814 16.499 -25.166
H 9.863 17.247 -23.649
C 11.726 17.695 -18.301
C 11.638 16.568 -17.592
C 12.783 15.603 -17.370
O 12.685 14.559 -16.814
C 14.057 16.166 -17.843
C 14.133 17.397 -18.476
C 12.980 18.310 -18.673
O 13.000 19.460 -19.147
O 15.290 17.946 -18.852
O 10.475 15.997 -17.215
H 10.839 18.295 -18.443
H 14.955 15.663 -17.517
H 15.926 17.659 -18.192
H 10.532 15.177 -16.719
```

Entry 8:
This record from the Open Molecules 2025 dataset describes 2 unconnected molecules or ions with the total composition C4H5NO3 at a distorted geometry. The level of theory is ωB97M-V/def2-TZVPD.

## Properties
* total charge: 0
* LUMO level: -0.475 eV
* molecular weight: 115.088 g/mol
* frontier orbital gap: 7.11 eV
* ΔE to the lowest compared entry with this formula, charge and spin: 135.65 kcal/mol

The geometry in XYZ format:
```
13
C4H5NO3, DFT ωB97M-V/def2-TZVPD
C -1.277 -0.354 0.244
C -0.754 -0.329 -1.007
C 0.624 -0.006 -0.855
C 0.888 0.210 0.451
H -3.114 -0.824 1.513
H -3.025 -0.818 -0.506
H -1.038 -0.994 -1.817
H 1.885 -0.741 -2.528
H 2.333 0.442 1.375
N -2.571 -0.917 0.514
O 1.623 0.366 -1.626
O 1.707 1.097 1.091
O -0.321 0.066 1.206
```